(1)
A cluster of 3 separate species, C27H59BrN5O2 in total. Source: the OMol25 dataset; level of theory: the ωB97M-V functional and the def2-TZVPD basis.

The geometry in XYZ format:
```
94
Properties=species:S:1:pos:R:3:forces:R:3
C -2.44315 0.45051 0.68187 -0.358 0.015 0.030
C -2.65938 0.85978 -0.76037 -0.155 -0.438 -0.723
O -2.75491 0.01113 -1.62264 0.315 0.578 0.417
N -2.66681 2.23459 -1.11761 0.301 -0.222 0.820
C -3.09042 3.16522 -0.07805 0.029 0.128 -0.297
C -1.45048 2.62749 -1.83262 -0.119 0.105 -0.432
C -0.13748 2.20486 -1.16917 0.052 -0.201 -0.062
C 1.09947 2.71055 -1.93772 0.087 -0.090 0.262
C 1.88946 3.89253 -1.33684 -0.324 -0.002 -0.382
C 1.10078 4.94556 -0.52270 0.611 -0.329 0.666
C 1.04159 4.58379 0.99450 -0.490 0.115 -0.149
C 1.78766 5.63821 1.79987 -0.281 0.053 0.129
N 2.06976 6.77722 0.83348 0.318 -0.608 0.066
Br 3.80634 7.51296 1.08906 -0.287 0.199 0.050
C 1.90251 6.25601 -0.61861 -0.137 0.328 0.216
C 1.46919 7.45543 -1.47808 0.238 0.137 -0.116
C 0.82364 7.23163 -2.85640 0.302 0.287 -0.423
O 1.33618 7.77311 -3.81597 -0.055 -0.606 0.473
N -0.29602 6.42046 -2.94021 0.015 0.516 -0.218
C -0.67067 6.10276 -4.32379 -0.102 -0.263 0.050
C -1.43696 6.85543 -2.11918 0.096 -0.383 0.289
H -1.54146 -0.16411 0.70031 -0.055 -0.022 -0.028
H -2.32781 1.28040 1.37436 0.041 -0.038 0.010
H -3.27884 -0.17604 1.00147 0.115 0.013 0.038
H -3.75895 2.66925 0.62290 0.041 0.059 -0.010
H -3.66603 3.97216 -0.54053 0.107 0.009 0.029
H -2.24869 3.60887 0.47446 -0.038 -0.057 0.098
H -1.45743 3.71635 -1.92967 -0.160 0.053 -0.111
H -1.48623 2.21275 -2.84489 0.018 0.047 0.088
H -0.09586 1.11167 -1.16264 -0.073 0.133 0.078
H -0.13187 2.51488 -0.12033 0.029 0.034 0.008
H 1.79783 1.87334 -2.01419 0.002 0.125 -0.139
H 0.81392 2.95574 -2.96455 -0.082 0.027 0.069
H 2.38596 4.41035 -2.16518 -0.035 -0.119 0.007
H 2.69603 3.51163 -0.70059 -0.051 0.088 0.039
H 0.06909 5.02704 -0.83691 0.027 0.270 -0.505
H -0.00538 4.61619 1.30512 0.085 -0.203 0.022
H 1.41164 3.57872 1.19593 0.084 0.139 -0.020
H 1.13806 6.05718 2.56743 0.241 0.009 0.142
H 2.70928 5.30453 2.26809 0.067 0.044 -0.231
H 1.40742 7.52234 1.04316 0.081 0.174 -0.243
H 2.93337 6.00015 -0.87189 -0.172 -0.089 -0.120
H 2.37052 8.01691 -1.73437 -0.139 0.089 0.140
H 0.83373 8.14022 -0.90679 -0.087 -0.120 0.039
H -1.30851 5.21655 -4.31409 -0.023 0.100 0.026
H -1.20772 6.92913 -4.79902 0.092 -0.030 0.008
H 0.22501 5.88230 -4.90223 -0.091 0.055 0.063
H -1.12589 7.58464 -1.37162 -0.055 -0.016 -0.059
H -1.89154 6.01699 -1.58581 -0.081 -0.036 -0.119
H -2.19439 7.32186 -2.75213 0.037 0.017 0.040
C 1.95023 -2.80693 1.53001 -0.030 0.023 0.023
C 0.81511 -2.56373 0.54683 0.023 -0.060 0.058
N 1.26998 -2.40210 -0.82123 0.046 0.102 -0.008
C 0.24689 -1.87939 -1.70973 -0.109 0.095 -0.067
C -1.01358 -2.71123 -1.96030 0.035 -0.042 -0.100
C 2.07383 -3.49626 -1.34403 0.123 -0.129 0.016
C 1.46406 -4.90225 -1.31845 0.020 -0.018 -0.045
H 2.71795 -2.03781 1.43148 0.016 -0.007 -0.022
H 1.56695 -2.78407 2.55120 -0.001 -0.009 0.000
H 2.41977 -3.77986 1.38140 0.008 -0.003 -0.008
H 0.30209 -1.63718 0.82588 -0.018 0.002 -0.023
H 0.07235 -3.36827 0.65969 -0.012 0.037 0.003
H 0.71953 -1.64808 -2.66873 0.039 -0.043 -0.006
H -0.06936 -0.91389 -1.29565 -0.018 -0.080 0.037
H -0.81981 -3.57069 -2.60142 0.052 -0.033 0.061
H -1.75435 -2.08854 -2.45844 -0.038 0.002 0.014
H -1.46085 -3.06721 -1.03087 0.011 0.003 0.013
H 3.01158 -3.52054 -0.78317 -0.024 0.015 0.038
H 2.35988 -3.23999 -2.36670 -0.068 0.035 -0.021
H 1.01980 -5.13201 -0.34793 0.007 -0.002 0.009
H 2.24218 -5.64500 -1.50330 0.013 0.010 -0.001
H 0.69891 -5.03880 -2.08088 -0.051 0.021 0.046
C -1.53117 -7.34594 5.21860 -0.025 -0.013 -0.001
C -1.68311 -7.38247 3.70555 0.014 -0.053 0.052
N -0.97048 -6.30670 3.03974 0.024 0.035 -0.019
C -1.34661 -6.13120 1.65010 -0.122 0.030 -0.106
C -1.05489 -7.26728 0.66318 0.025 0.070 -0.088
C 0.45134 -6.22129 3.32796 0.115 0.023 0.082
C 1.32162 -7.45111 3.04073 0.045 0.050 -0.021
H -1.79632 -6.36206 5.60771 0.014 0.013 -0.006
H -2.19149 -8.08440 5.67391 0.001 -0.006 0.003
H -0.51441 -7.57932 5.53619 0.008 0.003 -0.003
H -2.74139 -7.26817 3.45642 0.001 0.003 -0.040
H -1.38739 -8.37966 3.34286 -0.011 0.004 -0.001
H -0.86614 -5.21652 1.28993 0.029 -0.013 0.009
H -2.42201 -5.92670 1.62766 -0.009 -0.039 0.050
H 0.00887 -7.35514 0.44481 0.003 -0.052 0.029
H -1.56181 -7.06224 -0.28208 0.003 0.006 -0.008
H -1.41558 -8.23206 1.02046 0.002 0.011 0.055
H 0.56547 -5.96375 4.38411 -0.036 -0.025 0.009
H 0.84569 -5.36160 2.77831 -0.031 -0.015 -0.044
H 0.87915 -8.36331 3.44278 -0.013 0.000 0.010
H 2.29701 -7.32729 3.51507 0.003 0.007 0.002
H 1.49495 -7.59915 1.97571 -0.047 -0.036 -0.002
```
Positions in Å, forces in eV/Å.

Orbital gap (Eh): 0.1593
Net charge: +1

Here are the Löwdin charges for atoms 1 to 5, given in e:
1 C 0.012
2 C -0.477
3 O 0.095
4 N -0.113
5 C -0.075

(2)
A cluster of 5 separate species, C27H59NO8 in total at a distorted geometry. Source: the OMol25 dataset; level of theory: the ωB97M-V functional and the def2-TZVPD basis.

The geometry in XYZ format:
```
95
Properties=species:S:1:pos:R:3:forces:R:3
C -0.51810 0.67100 0.45781 0.664 0.559 0.099
C 0.82843 1.30696 0.03805 -1.194 -0.946 -0.780
C 1.96902 0.28509 -0.09590 0.581 1.401 0.664
C 2.03387 -0.63355 -1.32730 -1.250 -0.324 0.800
C 0.81812 -0.62899 -2.28857 1.826 -0.303 -1.371
C 1.35065 -0.57668 -3.76701 -0.886 0.598 0.084
C 1.25155 0.84241 -4.36872 0.221 -0.446 0.066
C 2.35764 1.80230 -3.89335 -0.576 -0.075 -0.618
C 1.99022 3.30910 -3.98399 1.154 -0.422 0.839
C 1.86117 3.94301 -2.57475 -0.597 1.010 -0.419
C 0.48796 4.59637 -2.25283 0.332 -0.949 0.375
C -0.74885 3.88576 -2.85368 -0.209 0.851 0.729
C -1.78630 3.55981 -1.76337 -0.099 -0.231 -1.357
O -3.10468 3.56719 -2.33007 0.204 -0.341 0.453
C -3.84579 2.49006 -1.77467 -0.197 0.432 0.280
O 3.15620 1.13871 -0.24132 0.407 0.059 -0.909
C 3.75015 1.41274 0.92247 -3.645 -2.822 -0.212
O 4.62939 2.12850 1.10090 3.292 2.743 0.544
O 3.11456 0.70558 1.88991 0.134 0.116 0.197
C 2.24727 -0.28991 1.30576 1.366 -0.624 0.771
C 2.98447 -1.65445 1.44872 -0.673 -0.192 0.137
C 1.99982 -2.65765 2.06631 0.843 0.161 -2.113
C 1.17508 -3.50634 1.12958 -0.334 0.674 0.262
N 1.85452 -2.73962 3.29698 -0.434 -0.089 1.768
H -1.25255 1.47261 0.51725 -0.210 -0.144 -0.114
H -0.80729 -0.06047 -0.29348 -0.292 -0.098 0.160
H -0.47823 0.21622 1.44703 -0.006 -0.152 -0.067
H 1.10091 2.13558 0.68708 0.220 -0.147 0.221
H 0.64047 1.73280 -0.95005 0.281 0.218 0.005
H 2.15822 -1.65890 -0.97701 0.010 0.035 -0.054
H 2.95871 -0.41102 -1.84428 0.020 0.268 -0.090
H 0.31654 -1.58985 -2.20204 -0.505 0.256 0.299
H 0.14741 0.21981 -2.19745 -0.174 -0.199 0.367
H 0.69141 -1.21663 -4.35731 0.275 -0.144 -0.126
H 2.38115 -0.92767 -3.83408 -0.057 -0.261 -0.029
H 1.29898 0.77761 -5.45835 -0.050 -0.009 -0.033
H 0.24034 1.19260 -4.14126 0.106 0.264 0.047
H 2.67165 1.51470 -2.89161 -0.051 0.333 0.190
H 3.23401 1.63244 -4.52335 -0.001 -0.170 0.007
H 1.13729 3.49966 -4.63333 -0.131 -0.136 0.120
H 2.84649 3.78916 -4.45948 -0.123 0.142 -0.149
H 2.11818 3.25822 -1.77162 0.020 -0.362 -0.173
H 2.60299 4.74219 -2.50755 0.052 -0.052 0.134
H 0.37610 4.55405 -1.16362 0.111 0.141 0.009
H 0.51484 5.65858 -2.48662 -0.189 -0.003 -0.288
H -0.51909 2.94078 -3.33836 0.200 0.161 -0.231
H -1.20016 4.56473 -3.57622 -0.195 -0.235 -0.153
H -1.71393 4.24284 -0.91354 -0.164 -0.051 0.069
H -1.59083 2.52510 -1.47527 0.174 0.100 0.573
H -3.51843 1.52776 -2.18080 0.001 -0.015 0.011
H -3.73335 2.48523 -0.68409 0.045 -0.160 0.009
H -4.90851 2.63605 -1.95837 0.033 0.059 -0.327
H 1.43662 -0.32803 2.02758 -0.513 0.136 -0.558
H 3.77752 -1.51596 2.18027 0.092 0.147 -0.057
H 3.43426 -2.02416 0.52711 -0.060 0.087 -0.023
H 0.14871 -3.48305 1.49930 -0.021 -0.391 0.019
H 1.55610 -4.52524 1.10379 -0.062 -0.033 -0.120
H 1.15473 -3.06106 0.13347 0.141 -0.274 -0.064
H 2.47282 -2.07690 3.76860 0.000 -0.167 0.153
C -2.89052 -5.44915 4.51091 0.029 -0.013 -0.079
C -1.86320 -4.95318 3.51209 -0.148 0.256 0.288
O -2.45661 -4.04672 2.57739 0.025 -0.043 -0.199
H -3.71162 -5.95042 3.99687 0.053 -0.071 0.010
H -2.44278 -6.14660 5.22017 -0.025 0.031 0.029
H -3.32129 -4.61420 5.06820 0.066 -0.048 0.109
H -1.44964 -5.78520 2.94320 -0.018 0.099 -0.146
H -1.04000 -4.44248 4.02140 0.085 -0.145 0.012
H -2.81097 -3.30414 3.07990 0.062 -0.068 -0.045
C -6.70689 -2.76111 4.57145 0.047 0.028 -0.038
C -6.26390 -4.21136 4.49862 -0.378 0.142 0.280
O -6.01410 -4.72997 5.80215 0.154 -0.058 -0.054
H -5.94520 -2.15518 5.06467 0.032 -0.021 -0.048
H -6.88829 -2.35539 3.57453 -0.035 0.014 0.022
H -7.62370 -2.66566 5.15813 -0.046 -0.011 -0.083
H -5.33998 -4.30011 3.93119 0.017 -0.087 0.055
H -7.02747 -4.82590 4.01038 0.048 0.053 -0.153
H -6.83272 -4.66374 6.30666 0.104 -0.022 -0.032
C 6.07785 5.30416 -0.27190 -0.032 -0.042 -0.088
C 6.56532 6.04078 0.96051 -0.177 -0.356 0.061
O 5.54942 6.08964 1.95828 0.008 0.117 0.053
H 5.19195 5.79207 -0.68226 0.053 0.070 -0.004
H 6.85035 5.27200 -1.04299 -0.010 -0.016 0.001
H 5.79341 4.27975 -0.02099 0.083 -0.018 -0.006
H 6.82940 7.06914 0.71592 -0.062 0.037 0.121
H 7.45004 5.54852 1.37840 0.103 0.067 -0.118
H 5.32149 5.18005 2.18495 0.002 0.082 -0.046
C -3.04873 -4.30252 -1.26549 0.098 -0.082 0.006
C -2.58154 -2.86543 -1.13922 -0.444 -0.071 -0.075
O -2.97822 -2.09859 -2.27589 0.172 0.127 -0.024
H -2.64095 -4.75669 -2.16982 0.052 0.027 0.019
H -2.73653 -4.89251 -0.40227 -0.056 0.028 0.021
H -4.13765 -4.34864 -1.34399 -0.005 0.006 0.100
H -1.49396 -2.82033 -1.08220 -0.005 0.098 -0.067
H -2.99281 -2.40232 -0.23646 0.135 -0.095 0.113
H -3.94044 -2.12573 -2.32580 0.108 -0.001 -0.019
```
Positions in Å, forces in eV/Å.

Orbital gap (Eh): 0.3732
ΔE to the lowest compared entry with this formula, charge and spin (eV): 0.405

Here are the Löwdin charges for atoms 1 to 5, given in e:
1 C -0.053
2 C -0.141
3 C -0.311
4 C -0.078
5 C -0.147